No. 1
ORCA calculation (the ωB97M-V functional and the def2-TZVPD basis) on a structure of composition C8H6N3O7Pt.

For the calculated total energy, the calculation gives -1118.88232 a.u. As for the net charge: -1. For the HOMO energy, the calculation gives -5.4 eV. Its HOMO-LUMO gap is 7.71 eV. For the LUMO energy, the calculation gives 2.29 eV. As for the relative energy (zero: lowest compared OMol25 entry of this formula, charge and spin): 0.00 kcal/mol.

XYZ file:
```
25
Properties=species:S:1:pos:R:3:forces:R:3:mulliken_charge:R:1
O 2.44897 0.68690 -3.61676 -0.0262 0.0125 0.0142 -0.699
O 0.61916 0.79830 -2.31601 -0.0438 0.0075 -0.0404 -0.623
H -3.75299 -1.15361 0.68232 0.0077 0.0198 0.0274 0.209
O 5.95245 -0.42418 0.08943 -0.0105 -0.0031 0.0019 -0.533
C 4.06383 0.08071 -1.22176 0.0070 0.0077 0.0119 -0.474
N -2.88542 -0.82693 0.29090 -0.0308 -0.0424 -0.1418 -0.132
O -4.07838 0.95162 -0.32506 0.0078 0.0139 -0.0193 -0.750
H -1.41384 -1.53378 1.46833 -0.0097 0.0097 -0.0037 0.220
H 4.20578 -0.44628 2.15537 -0.0142 0.0004 0.0061 0.434
H 6.20190 -0.60039 1.00270 -0.0020 0.0024 -0.0032 0.286
C 1.40133 0.01196 2.12306 0.0492 -0.0284 0.0301 0.459
N 1.97463 0.27788 -0.18343 0.0109 -0.0236 0.0546 0.028
H -1.75342 -2.45734 0.10926 -0.0234 0.0060 -0.0057 0.193
C 3.81111 -0.23119 1.16994 0.0109 0.0057 -0.0042 -0.277
O 0.20773 0.29049 1.71585 0.0229 -0.0075 0.0486 -0.711
C 2.70879 0.31713 -1.29221 0.0237 -0.0024 0.0093 -0.083
O 1.74556 -0.25835 3.26206 -0.0268 0.0199 -0.0229 -0.699
Pt 0.08897 0.58758 -0.33831 -0.0870 0.0711 0.0459 0.788
N -1.70969 -1.52819 0.50033 0.0410 -0.0418 0.0200 -0.465
C -2.95236 0.47093 -0.22414 -0.0278 0.0296 0.2061 0.749
O -1.86628 1.08387 -0.53925 0.0299 -0.0329 -0.1734 -0.655
C 4.61252 -0.19420 0.02998 0.0116 0.0026 0.0022 1.150
C 1.88076 0.62907 -2.54061 0.0549 -0.0299 -0.0329 0.461
C 2.46308 0.01611 1.02311 0.0384 0.0006 -0.0204 -0.412
H 4.67220 0.11018 -2.11397 -0.0135 0.0026 -0.0106 0.536
```
Positions in Å, forces in eV/Å.

No. 2
ORCA calculation (the ωB97M-V functional and the def2-TZVPD basis) on a structure of composition C8H6N4O3PtS2 at a distorted geometry.

For the calculated total energy, the calculation gives -1669.00105 a.u. As for the net charge: -2. For the HOMO energy, the calculation gives -0.9 eV. Its HOMO-LUMO gap is 6.08 eV. For the LUMO energy, the calculation gives 5.19 eV. As for the relative energy (zero: lowest compared OMol25 entry of this formula, charge and spin): 28.45 kcal/mol.

XYZ file:
```
24
Properties=species:S:1:pos:R:3:forces:R:3:mulliken_charge:R:1
H -0.06079 1.04426 -3.15593 -0.0307 -0.0745 -0.0500 0.155
H 2.89197 -0.48625 1.73284 0.0325 -0.0429 0.0230 0.142
H 3.60228 1.01556 1.16006 0.1035 0.0447 -0.0421 0.336
H 1.50775 -0.63206 -2.52213 -0.0287 -0.0092 0.0345 0.227
C -3.31946 0.72581 -0.23900 -0.5871 0.6699 0.0454 0.424
C 2.65823 0.51186 1.34094 -0.0839 0.0531 -0.0787 -0.320
O 0.61129 1.22691 2.33760 0.1152 0.6986 -0.5813 -0.652
N 1.86956 0.42400 0.13453 -0.1681 -0.7145 -0.4250 -0.356
C 2.52741 0.48203 -1.02110 0.0048 -0.2591 0.1828 0.563
C -3.06267 -0.56940 -0.52938 -0.1581 -0.6594 -0.2551 0.373
N 0.46004 1.14554 -2.29708 0.1697 0.0440 -0.0526 -0.403
S -1.52699 -1.32651 -0.23610 0.5786 0.2506 -0.5724 -0.492
N -5.64919 1.76318 -0.73711 -0.0756 0.0340 0.0034 -0.564
H 0.59386 2.13057 -2.11531 0.0000 0.0284 0.0663 0.184
O 2.53278 1.71122 3.38332 -0.2371 -0.0326 -0.0113 -0.770
H 2.41717 0.76779 -3.09550 0.1088 -0.0293 -0.0383 0.288
N -4.90697 -2.11351 -1.50857 -0.0657 -0.0533 -0.0359 -0.562
Pt -0.18480 0.47053 0.49435 -0.6321 0.6573 0.9702 0.689
C 1.89602 1.23554 2.43838 0.0558 -0.1388 0.2547 0.526
C -4.09984 -1.41378 -1.07547 0.3609 0.2870 0.1579 -0.040
S -2.14527 1.79818 0.45884 0.3630 -0.7042 0.2673 -0.422
C 1.72627 0.42165 -2.32236 -0.2757 0.0991 -0.0263 -0.531
C -4.62486 1.28506 -0.51117 0.4617 -0.2066 0.1282 -0.013
O 3.76960 0.53932 -1.14278 -0.0116 0.0579 0.0355 -0.783
```
Positions in Å, forces in eV/Å.

No. 3
ORCA calculation (the ωB97M-V functional and the def2-TZVPD basis) on the ion C8H6NO3 with charge -1 at a distorted geometry.

For the calculated total energy, the calculation gives -588.94436 a.u. As for the net charge: -1. For the HOMO energy, the calculation gives -4.4 eV. Its HOMO-LUMO gap is 7.97 eV. For the LUMO energy, the calculation gives 3.58 eV. As for the relative energy (zero: lowest compared OMol25 entry of this formula, charge and spin): 0.00 kcal/mol.

XYZ file:
```
18
Properties=species:S:1:pos:R:3:forces:R:3:mulliken_charge:R:1
N -0.38308 2.42365 2.28899 1.7105 0.5043 -0.0824 -0.641
C -0.20307 0.39644 -1.30493 -0.2552 -2.0015 1.1905 -0.842
H -1.42641 -1.92069 0.79049 -0.9064 -0.7924 0.8088 0.435
H -0.08835 0.35743 -2.34909 0.3357 0.9423 -1.2857 0.384
C -0.25256 -0.28899 1.46762 1.7844 1.2223 0.0015 -0.312
O -1.04066 2.13706 0.00767 -0.2590 0.6159 0.0350 -0.371
O 1.92665 2.30589 2.44354 -1.4105 -1.0907 -0.2126 -0.734
C 0.19721 1.49097 -0.35800 0.3960 -0.0687 1.6597 0.216
H 1.68779 0.33275 0.85655 0.6433 -0.2069 -0.3453 0.476
O -2.49675 2.27761 1.74119 -2.2847 0.5503 -1.0912 -0.635
C 0.72389 0.79135 0.97471 -0.9647 0.5651 -0.8741 -0.132
C -1.35757 2.31279 1.37948 1.1362 -1.3293 0.9629 0.612
C -0.71689 -0.77346 -0.83706 0.5349 1.7065 -0.8063 -0.073
H -0.09883 -0.29184 2.55307 -1.0086 -1.0190 -0.3185 0.360
H 0.95216 2.25308 -0.75681 -1.0245 -1.0804 0.4715 0.324
H -0.97995 -1.48630 -1.62672 -0.1071 -0.0952 0.6866 0.345
C 0.81492 1.89607 2.01425 1.0570 1.7111 -0.3215 0.298
C -0.91255 -1.02632 0.58684 0.6229 -0.1336 -0.4790 -0.711
```
Positions in Å, forces in eV/Å.